Record 1
Entry from the Open Molecules 2025 dataset: a structure of composition C5H8O in a non-equilibrium geometry (wB97M-V/def2-TZVPD).

Results
* E_tot: -270.374311 Eh
* total charge: 0

Each line ends with the Löwdin charge.
Cartesian coordinates (Å):
C -1.406 -0.304 0.519  -0.0781
H -1.782 -0.061 1.514  0.1009
C -0.001 0.047 0.057  -0.3521
O 1.979 -0.816 0.356  -0.1160
H -1.830 -1.230 0.119  0.1060
H 1.878 1.256 0.201  0.1118
C 0.954 -0.875 -0.638  -0.1705
H 0.633 -1.900 -0.811  0.1230
H 1.284 -0.388 -1.567  0.1288
C 1.518 0.434 0.817  -0.0653
H 0.640 0.465 1.447  0.0976
H -1.401 0.705 -1.497  0.1031
H -1.314 1.839 -0.067  0.1070
C -1.153 0.829 -0.448  -0.0959

***

Record 2
Entry from the Open Molecules 2025 dataset: an isolated molecule of C5H8O (wB97M-V/def2-TZVPD).

Results
* E_tot: -270.397534 Eh
* total charge: 0

Each line ends with the Löwdin charge.
Cartesian coordinates (Å):
C 1.153 0.365 -0.461  -0.2001
C -0.998 0.728 0.779  -0.2355
H -1.872 1.024 0.184  0.1422
H 1.439 1.350 -0.082  0.0919
H 3.000 -0.015 -1.267  -0.0116
H -1.690 -1.269 -0.911  0.0905
H 0.271 1.677 1.892  0.0964
H -0.025 -1.807 -1.350  0.0572
O -0.454 1.912 1.300  -0.0546
C -0.656 -1.387 -0.566  -0.0624
C -0.095 -0.077 -0.118  -0.2407
H -1.382 0.064 1.572  0.1363
C 1.991 -0.479 -1.252  0.0929
H -0.681 -2.087 0.279  0.0974

***

Record 3
Entry from the Open Molecules 2025 dataset: an isolated molecule of C5H8O in a non-equilibrium geometry (wB97M-V/def2-TZVPD).

Results
* E_tot: -270.449680 Eh
* total charge: 0
* SMILES: C#CC(C)(C)O

Each line ends with the Löwdin charge.
Cartesian coordinates (Å):
H 1.639 0.031 1.511  0.1012
C 0.242 0.196 0.085  -0.6066
H -1.549 -1.557 2.522  0.0253
O 1.415 0.641 0.792  -0.0231
H -0.580 -0.927 -1.588  0.0985
C -0.312 1.517 -0.503  -0.0231
C -0.599 -0.543 1.012  -0.0830
H 0.445 1.894 -1.205  0.0896
H 0.512 -1.916 -0.678  0.0917
H 1.196 -0.573 -1.678  0.0825
C -1.053 -1.514 1.589  0.1088
C 0.379 -0.873 -1.032  -0.0346
H -1.231 1.295 -1.045  0.0807
H -0.506 2.329 0.220  0.0921

***

Record 4
Entry from the Open Molecules 2025 dataset: an isolated molecule of C5H8O (wB97M-V/def2-TZVPD).

Results
* E_tot: -270.474574 Eh
* total charge: 0
* SMILES: C1CC12COC2

Each line ends with the Löwdin charge.
Cartesian coordinates (Å):
H -0.562 1.257 -1.794  0.1219
C 0.492 -1.304 -0.567  -0.0796
C -0.615 1.194 -0.701  -0.1200
C -0.669 -1.292 0.396  -0.0827
H -1.641 1.414 -0.371  0.1217
O 0.330 2.060 -0.052  -0.1073
H 0.301 -1.544 -1.610  0.1031
H -0.517 -1.667 1.405  0.1033
C -0.014 -0.016 -0.004  -0.3922
C 0.770 0.999 0.812  -0.1199
H 1.863 0.899 0.820  0.1219
H 1.449 -1.663 -0.194  0.1040
H 0.405 1.139 1.839  0.1215
H -1.659 -1.486 -0.012  0.1044

***

Record 5
Entry from the Open Molecules 2025 dataset: a structure of composition C5H8O in a non-equilibrium geometry (wB97M-V/def2-TZVPD).

Results
* E_tot: -270.389522 Eh
* total charge: 0

Each line ends with the Löwdin charge.
Cartesian coordinates (Å):
O 0.856 -0.365 -2.181  0.0476
C -0.786 -0.474 0.599  -0.1854
C -0.520 0.622 -0.449  -0.3483
C 0.616 -0.534 1.184  -0.0801
H -1.141 -1.434 0.221  0.1112
C 0.718 1.207 0.225  0.0145
H 1.590 1.090 -0.421  0.0600
H 1.335 -1.179 0.696  0.0949
H -1.376 1.298 -0.581  0.1278
H 0.642 -0.684 2.278  0.1054
H 0.945 0.809 1.300  0.0472
C -0.238 -0.032 -1.790  -0.2370
H -1.138 -0.222 -2.418  0.1267
H -1.501 -0.104 1.337  0.1152

***

Record 6
Entry from the Open Molecules 2025 dataset: an isolated molecule of C5H8O (wB97M-V/def2-TZVPD).

Results
* E_tot: -270.398289 Eh
* total charge: 0

Each line ends with the Löwdin charge.
Cartesian coordinates (Å):
H -1.066 1.171 1.035  0.0838
C -1.081 -0.209 -0.683  -0.2357
H 2.803 0.295 -0.060  0.1194
H -0.099 -2.133 -0.168  0.1077
H -2.156 -0.429 -0.752  0.1142
H -0.669 -0.208 -1.696  0.1148
C 1.707 0.446 -0.090  -0.3019
O 1.282 1.366 -0.817  -0.0376
C 0.905 -0.382 0.721  -0.1025
C -0.321 -1.142 0.253  -0.2285
H 1.445 -0.872 1.535  0.0926
H -0.805 2.020 -0.565  0.0810
C -0.794 1.090 -0.014  0.0793
H -0.957 -1.312 1.134  0.1134

***

Record 7
Entry from the Open Molecules 2025 dataset: a cluster of 2 separate species, C5H8O in total in a non-equilibrium geometry (wB97M-V/def2-TZVPD).

Results
* E_tot: -270.498729 Eh
* total charge: 0
* SMILES: C1=CCC=C1.O

Each line ends with the Löwdin charge.
Cartesian coordinates (Å):
H 0.691 1.649 -1.248  0.1280
H -0.178 1.943 0.247  0.1236
H 2.237 0.873 0.865  0.0974
C -0.546 0.061 -0.918  -0.1363
C 1.388 0.405 0.380  -0.0987
H -1.452 0.252 -1.477  0.1162
H -0.368 -2.093 -0.965  0.1078
H 1.809 -1.710 0.621  0.0985
C 1.180 -0.916 0.233  -0.0964
O -2.077 -0.120 0.966  -0.0673
C 0.004 -1.134 -0.623  -0.1351
H -1.439 -0.811 0.723  0.0102
C 0.306 1.154 -0.349  -0.1906
H -1.554 0.445 1.544  0.0428

***

Record 8
Entry from the Open Molecules 2025 dataset: a structure of composition C5H8O (wB97M-V/def2-TZVPD).

Results
* E_tot: -270.379223 Eh
* total charge: 0

Each line ends with the Löwdin charge.
Cartesian coordinates (Å):
H -0.306 0.964 -1.527  0.0998
C -0.749 -0.064 -1.117  -0.0210
O -0.572 0.290 1.273  -0.0803
H -1.026 2.271 0.598  0.1206
H 0.526 2.075 1.468  0.1233
C -0.183 1.591 0.779  -0.1937
H -1.814 0.064 -0.917  0.1224
H 1.549 -1.454 1.175  0.0875
C 0.825 -1.569 0.361  -0.0047
C 0.097 -0.272 0.134  -0.5904
C 0.628 1.035 -0.399  0.0447
H 0.126 -2.370 0.629  0.0881
H -0.487 -0.730 -1.940  0.1153
H 1.366 -1.862 -0.545  0.0884